1.
Here is a molecular structure, C27H62BrN11O6P4S from the OMol25 dataset. Energies are from wB97M-V/def2-TZVPD.

Results
Gap between HOMO and LUMO ... 6.7 eV

Geometry as ORCA input:
```
! RIJCOSX wB97M-V def2-TZVPD def2/J DEFGRID3
* xyz 0 1
O 2.850 -2.132 1.751
C 3.620 -1.882 2.638
O 3.178 -1.575 3.898
C 5.112 -1.823 2.389
C 5.951 -2.489 3.502
C 6.072 -1.622 4.740
C 5.738 -2.067 5.992
P 5.152 -3.792 6.200
O 6.449 -4.663 5.730
Br 5.041 -4.146 8.406
C 5.825 -1.197 7.139
C 6.233 0.084 7.057
C 6.626 0.577 5.782
N 7.072 1.792 5.501
S 7.411 1.846 3.923
N 6.966 0.353 3.541
C 6.546 -0.279 4.632
H 3.361 -2.293 4.520
H 5.335 -2.264 1.422
H 5.359 -0.764 2.303
H 5.407 -3.390 3.795
H 6.924 -2.802 3.127
H 7.263 -4.152 5.839
H 5.543 -1.567 8.113
H 6.268 0.741 7.913
O 0.902 -1.606 -3.862
P 0.048 -1.671 -2.639
N -1.534 -1.691 -3.294
C -2.539 -0.662 -3.125
C -1.795 -2.668 -4.337
N 0.462 -0.177 -1.913
C -0.467 0.748 -1.298
C 1.603 0.539 -2.471
N -0.411 -2.303 -1.103
C 0.771 -2.604 -0.251
C -1.258 -3.510 -1.103
H -2.710 -0.434 -2.071
H -3.503 -1.008 -3.500
H -2.286 0.264 -3.656
H -1.974 -3.667 -3.914
H -0.956 -2.753 -5.033
H -2.670 -2.406 -4.930
H -0.992 1.364 -2.038
H 0.069 1.424 -0.626
H -1.199 0.234 -0.676
H 1.345 1.086 -3.386
H 2.417 -0.141 -2.701
H 1.982 1.254 -1.737
H 1.371 -3.419 -0.668
H 0.453 -2.886 0.751
H 1.408 -1.733 -0.149
H -0.835 -4.324 -1.700
H -2.255 -3.285 -1.476
H -1.381 -3.863 -0.079
O -7.398 -0.748 -6.144
P -6.533 -0.980 -7.338
N -6.032 0.601 -7.752
C -6.365 1.307 -8.971
C -5.474 1.409 -6.677
N -7.691 -1.632 -8.416
C -7.819 -1.299 -9.820
C -8.988 -1.997 -7.857
N -5.266 -1.775 -8.203
C -5.252 -3.236 -7.937
C -3.893 -1.287 -7.973
H -6.107 0.725 -9.858
H -5.778 2.222 -9.050
H -7.425 1.585 -9.018
H -4.426 1.146 -6.479
H -6.028 1.278 -5.744
H -5.506 2.470 -6.919
H -8.349 -0.352 -9.976
H -8.379 -2.081 -10.340
H -6.850 -1.252 -10.315
H -9.642 -1.127 -7.721
H -8.875 -2.489 -6.895
H -9.489 -2.705 -8.521
H -4.998 -3.459 -6.896
H -4.522 -3.724 -8.583
H -6.224 -3.673 -8.154
H -3.638 -1.257 -6.910
H -3.751 -0.295 -8.397
H -3.175 -1.930 -8.480
O 1.285 2.876 8.147
P 1.776 3.097 6.755
N 3.218 3.983 7.004
C 3.461 5.347 6.586
C 4.165 3.431 7.960
N 0.493 4.043 6.137
C 0.639 5.221 5.306
C -0.716 4.136 6.949
N 2.186 2.587 5.157
C 1.210 1.600 4.627
C 3.524 1.999 4.971
H 3.267 5.483 5.520
H 4.513 5.601 6.718
H 2.868 6.073 7.155
H 4.758 2.621 7.513
H 3.659 3.024 8.840
H 4.861 4.189 8.316
H 0.888 6.114 5.890
H -0.297 5.423 4.777
H 1.390 5.079 4.530
H -0.613 4.858 7.768
H -0.975 3.173 7.376
H -1.556 4.443 6.322
H 1.236 0.659 5.185
H 1.429 1.385 3.581
H 0.200 2.000 4.674
H 3.701 1.175 5.670
H 4.323 2.729 5.089
H 3.620 1.611 3.955
*
```

***

2.
Here is a single C28H31N3O2 molecule from the OMol25 dataset. Energies are from wB97M-V/def2-TZVPD.

Results
Energy above the lowest of the compared OMol25 structures with the same formula, charge and spin ... 9.04 kcal per mole
Gap between HOMO and LUMO ... 8.7 eV
Structure (SMILES) ... Cc1cc(C)cc(C(=O)NCC(=O)N2CCN(C(c3ccccc3)c3ccccc3)CC2)c1

Geometry as ORCA input:
```
! RIJCOSX wB97M-V def2-TZVPD def2/J DEFGRID3
* xyz 0 1
C 4.355 2.799 -6.502
C 3.859 1.713 -5.595
C 3.500 1.984 -4.285
C 3.045 0.963 -3.455
C 2.961 -0.334 -3.942
C 3.302 -0.622 -5.256
C 3.746 0.410 -6.069
H 4.020 0.199 -7.094
C 3.173 -2.020 -5.782
H 3.762 -2.153 -6.686
H 2.131 -2.233 -6.018
H 3.500 -2.741 -5.036
H 2.622 -1.115 -3.278
C 2.660 1.206 -2.040
O 2.798 0.372 -1.163
N 2.182 2.459 -1.781
H 1.762 2.961 -2.550
C 1.583 2.699 -0.488
C 0.122 2.227 -0.537
O -0.494 2.303 -1.587
N -0.434 1.751 0.594
C 0.241 1.484 1.845
H 1.129 2.102 1.959
C 0.595 -0.015 1.894
N -0.564 -0.864 1.757
C -1.349 -0.502 0.596
C -1.673 1.000 0.499
H -2.132 1.222 -0.465
H -2.341 1.317 1.304
H -2.268 -1.087 0.584
H -0.758 -0.767 -0.290
C -1.263 -1.264 2.970
C -1.890 -2.637 2.797
C -1.488 -3.486 1.775
C -2.043 -4.747 1.650
C -2.999 -5.182 2.552
C -3.388 -4.350 3.588
C -2.835 -3.088 3.712
H -3.139 -2.449 4.528
H -4.123 -4.685 4.305
H -3.433 -6.166 2.453
H -1.724 -5.395 0.847
H -0.732 -3.153 1.082
C -2.262 -0.246 3.491
C -1.881 0.658 4.476
C -2.760 1.627 4.928
C -4.038 1.703 4.403
C -4.434 0.797 3.433
C -3.554 -0.171 2.982
H -3.879 -0.881 2.236
H -5.434 0.842 3.027
H -4.726 2.458 4.754
H -2.446 2.322 5.694
H -0.888 0.598 4.901
H -0.480 -1.379 3.733
H 1.116 -0.252 2.823
H 1.268 -0.232 1.055
H -0.456 1.732 2.652
H 1.625 3.767 -0.257
H 2.172 2.131 0.229
H 3.604 2.988 -3.900
H 3.625 2.994 -7.288
H 4.523 3.721 -5.952
H 5.286 2.501 -6.981
*
```

***

3.
Here is a molecular structure, C47H58LaN6S3SbSi3 from the OMol25 dataset. Energies are from wB97M-V/def2-TZVPD.

Results
Energy above the lowest of the compared OMol25 structures with the same formula, charge and spin ... 0.00 kcal per mole
Gap between HOMO and LUMO ... 5.0 eV

Geometry as ORCA input:
```
! RIJCOSX wB97M-V def2-TZVPD def2/J DEFGRID3
* xyz -2 1
La -0.171 0.846 1.238
S 2.642 2.199 2.314
C 3.697 0.961 1.873
N 3.407 -0.137 1.225
C 4.504 -0.934 1.024
C 4.483 -2.153 0.348
C 5.659 -2.869 0.208
C 6.860 -2.388 0.732
C 6.896 -1.174 1.404
C 5.721 -0.453 1.547
S 5.432 1.080 2.306
H 3.544 -2.510 -0.058
H 5.645 -3.814 -0.319
H 7.770 -2.962 0.612
H 7.825 -0.797 1.810
C 0.152 -4.100 -1.568
Sb 0.584 -2.032 -1.014
C -0.941 -1.857 0.470
C -2.293 -2.049 -0.045
C -3.417 -1.898 0.803
C -4.677 -2.144 0.324
C -4.843 -2.551 -1.002
C -3.701 -2.679 -1.765
N -2.471 -2.449 -1.317
Si -0.671 -3.039 1.877
C -1.669 -4.645 1.665
C 1.126 -3.670 1.968
C -1.241 -2.419 3.578
C 0.148 -0.864 -2.924
C -1.134 -0.098 -2.750
C -2.008 0.138 -3.813
C -3.228 0.742 -3.578
C -3.560 1.099 -2.285
C -2.618 0.892 -1.289
N -1.425 0.341 -1.518
Si 1.529 0.444 -3.085
C 2.094 1.194 -1.486
C 3.067 -0.264 -3.917
C 0.892 1.881 -4.130
Si 0.141 -2.081 -4.361
C -1.439 -3.103 -4.356
C 1.667 -3.208 -4.310
C 0.242 -1.273 -6.084
H 0.789 -4.711 -0.929
H 0.351 -4.360 -2.600
H -0.895 -4.282 -1.340
H -3.273 -1.509 1.801
H -5.534 -1.989 0.970
H -5.820 -2.738 -1.429
H -3.769 -2.977 -2.810
H -1.349 -5.207 0.788
H -2.732 -4.433 1.555
H -1.541 -5.280 2.545
H 1.177 -4.643 1.478
H 1.439 -3.802 3.004
H 1.858 -3.028 1.483
H -2.132 -2.977 3.874
H -1.517 -1.362 3.558
H -0.482 -2.570 4.348
H -1.734 -0.165 -4.812
H -3.917 0.911 -4.398
H -4.517 1.536 -2.036
H -2.830 1.155 -0.252
H 2.488 0.464 -0.781
H 1.318 1.802 -1.024
H 2.897 1.905 -1.694
H 3.478 -1.092 -3.342
H 3.823 0.522 -3.943
H 2.901 -0.604 -4.937
H 0.172 2.453 -3.546
H 0.407 1.584 -5.058
H 1.723 2.545 -4.371
H -1.793 -3.226 -3.335
H -1.273 -4.089 -4.796
H -2.225 -2.608 -4.925
H 2.124 -3.275 -3.326
H 2.429 -2.851 -5.001
H 1.388 -4.219 -4.612
H -0.744 -1.064 -6.497
H 0.749 -1.956 -6.769
H 0.804 -0.342 -6.080
C -1.556 4.009 4.785
C -1.551 3.303 5.984
C -0.898 2.090 6.041
C -0.264 1.613 4.889
N -0.379 2.233 3.717
C -0.992 3.414 3.675
C 0.586 0.393 4.907
C 1.053 -0.142 6.108
C 1.953 -1.190 6.079
C 2.382 -1.668 4.850
C 1.858 -1.090 3.705
N 0.973 -0.101 3.721
H -2.030 4.976 4.698
H -2.055 3.693 6.860
H -0.894 1.517 6.956
H -1.042 3.877 2.696
H 0.745 0.281 7.052
H 2.328 -1.613 7.004
H 3.105 -2.466 4.765
H 2.174 -1.421 2.727
N 0.426 3.909 -0.275
C -0.593 3.192 0.032
H 0.176 4.861 -0.588
S -2.656 1.072 2.251
C -2.034 3.790 -0.119
C -2.141 5.274 -0.219
C -1.846 5.950 -1.405
C -1.898 7.335 -1.479
C -2.245 8.081 -0.363
C -2.535 7.426 0.828
C -2.480 6.044 0.894
H -2.626 3.408 0.720
H -2.453 3.335 -1.026
H -1.582 5.370 -2.283
H -1.663 7.833 -2.413
H -2.288 9.162 -0.419
H -2.808 7.996 1.707
H -2.710 5.535 1.823
*
```

***

The following LUMO level values (in eV) correspond, in order, to the records above: -1.4; 0.8; 4.0.